[1]
57
Properties=species:S:1:pos:R:3 method="wB97M-V/def2-TZVPD" multiplicity=1 e_homo_ev=-9.250 gap_ev=6.84 max_force_ev_per_a=3.45 total_charge=+1
Ba -23.21 -21.01 25.71
C -21.92 -23.11 21.56
C -22.74 -21.88 22.09
O -23.79 -22.10 23.08
H -21.78 -23.82 22.37
H -20.99 -22.87 21.06
H -22.54 -23.74 20.92
H -23.16 -21.23 21.33
H -22.00 -21.32 22.66
C -25.44 -19.23 28.01
O -24.17 -19.82 27.85
C -23.55 -20.11 29.08
C -22.40 -21.08 29.10
N -23.00 -22.30 28.51
C -22.03 -23.33 28.28
C -22.40 -24.32 27.14
O -23.07 -23.70 25.99
C -23.38 -24.72 25.09
H -25.38 -18.31 28.59
H -26.15 -19.87 28.52
H -25.64 -19.00 26.96
H -24.37 -20.26 29.79
H -23.17 -19.15 29.44
H -22.10 -21.27 30.13
H -21.60 -20.74 28.44
H -23.48 -22.77 29.26
H -21.75 -23.77 29.24
H -21.22 -22.89 27.70
H -22.88 -25.25 27.44
H -21.43 -24.75 26.88
H -23.99 -24.49 24.21
H -23.77 -25.65 25.52
H -22.48 -25.03 24.55
C -20.01 -22.42 24.78
O -20.61 -21.15 25.11
C -19.63 -20.20 25.45
C -20.30 -18.83 25.79
N -21.36 -18.86 26.81
C -22.05 -17.65 26.98
C -21.07 -16.57 27.71
O -20.50 -17.33 28.79
C -19.87 -16.45 29.72
H -20.70 -23.24 24.96
H -19.23 -22.77 25.46
H -19.45 -22.36 23.85
H -18.89 -20.25 24.65
H -19.12 -20.48 26.36
H -20.85 -18.56 24.89
H -19.54 -18.08 26.00
H -20.80 -18.93 27.65
H -22.97 -17.79 27.54
H -22.43 -17.20 26.06
H -21.73 -15.84 28.18
H -20.27 -16.13 27.11
H -19.06 -15.88 29.25
H -19.24 -16.94 30.47
H -20.63 -15.90 30.27

[2]
26
Properties=species:S:1:pos:R:3 method="wB97M-V/def2-TZVPD" multiplicity=1 e_homo_ev=-9.441 gap_ev=10.28 max_force_ev_per_a=4.84 smiles=CCC(C)(C)[C@H](O)NC
C -2.87 -0.08 -0.75
C -1.78 -0.58 0.19
C -0.28 0.16 -0.06
C -0.22 1.48 0.70
C -0.02 0.34 -1.56
C 0.48 -1.01 0.57
O 0.14 -1.29 1.89
N 2.00 -0.56 0.96
C 2.92 0.07 0.02
H -3.85 -0.38 -0.38
H -2.88 1.01 -0.84
H -2.74 -0.52 -1.75
H -1.81 -1.67 0.17
H -2.08 -0.30 1.21
H -1.02 2.15 0.37
H -0.32 1.33 1.78
H 0.73 1.99 0.52
H -0.73 1.04 -2.00
H 0.98 0.75 -1.74
H -0.11 -0.61 -2.10
H 0.53 -1.89 -0.08
H 0.96 -0.69 2.34
H 2.43 -1.44 1.23
H 3.94 0.00 0.40
H 2.70 1.13 -0.10
H 2.91 -0.43 -0.96

[3]
8
Properties=species:S:1:pos:R:3 method="wB97M-V/def2-TZVPD" multiplicity=1 e_homo_ev="-9.442 / -10.609" gap_ev="8.07 / 9.37" max_force_ev_per_a=3.00
C -0.68 -0.93 0.27
O 1.03 0.79 -1.57
O -1.00 0.34 0.71
F 1.66 1.84 0.50
S 0.53 1.73 -0.65
H -1.34 -1.34 -0.45
H -0.65 -1.58 1.17
H 0.45 -0.85 0.02

[4]
52
Properties=species:S:1:pos:R:3 method="wB97M-V/def2-TZVPD" multiplicity=1 e_homo_ev=-8.524 gap_ev=9.13 max_force_ev_per_a=0.48 smiles="Cc1cccc(C(=O)NC2CCN(CC(=O)N3CCOCC3)CC2)c1"
C -0.11 6.55 3.41
C 0.55 5.97 2.20
C 1.33 6.78 1.37
C 1.92 6.27 0.23
C 1.75 4.94 -0.09
C 1.00 4.11 0.73
C 0.85 2.68 0.33
O 0.80 2.33 -0.84
N 0.79 1.81 1.37
C 0.64 0.37 1.22
C 1.79 -0.23 0.41
C 1.57 -1.74 0.25
N 0.30 -2.09 -0.36
C 0.23 -1.83 -1.79
C -0.98 -2.51 -2.41
O -1.86 -1.88 -2.96
N -1.02 -3.86 -2.35
C -0.11 -4.74 -1.64
C -0.88 -5.44 -0.51
O -2.00 -6.14 -1.00
C -2.88 -5.28 -1.68
C -2.18 -4.58 -2.85
C -0.80 -1.51 0.38
C -0.69 0.01 0.56
C 0.40 4.63 1.87
H 0.61 7.10 4.01
H -0.89 7.25 3.11
H -0.55 5.77 4.03
H 1.46 7.82 1.63
H 2.51 6.91 -0.40
H 2.20 4.52 -0.99
H 0.91 2.17 2.30
H 0.67 -0.06 2.24
H 2.74 -0.05 0.90
H 1.81 0.24 -0.57
H 2.38 -2.18 -0.35
H 1.59 -2.22 1.24
H 1.14 -2.21 -2.26
H 0.14 -0.76 -2.03
H 0.71 -4.17 -1.21
H 0.27 -5.49 -2.34
H -0.25 -6.18 -0.01
H -1.20 -4.68 0.23
H -3.70 -5.90 -2.03
H -3.27 -4.52 -0.98
H -2.84 -3.85 -3.32
H -1.85 -5.32 -3.58
H -1.73 -1.75 -0.13
H -0.81 -1.99 1.37
H -1.52 0.37 1.17
H -0.74 0.51 -0.41
H -0.23 4.01 2.49

Result set for energy relative to the best compared isomer or geometry (same formula, charge and spin): 79.2, 52.3, 57.6, 43.7 kcal per mole, one per record in the order listed.
Result set for E: -28987.9540, -11070.8718, -18730.0068, -30754.8423 eV, one per record in the order listed.